{
  "formula": "C15H25B2ClN2O6",
  "method": "ωB97M-V with the def2-TZVPD basis set",
  "symbols": ["C", "C", "O", "B", "O", "C", "Cl", "O", "C", "O", "O", "C", "C", "C", "N", "B", "O", "N", "C", "C", "H", "H", "H", "H", "H", "H", "H", "H", "H", "H", "H", "H", "H", "H", "H", "H", "H", "H", "H", "C", "C", "C", "C", "C", "C", "H", "H", "H", "H", "H", "H"],
  "coordinates": [[4.83916, 0.98326, -1.06768], [3.59800, 0.46555, -0.38452], [2.46167, 1.22522, -0.83934], [1.27198, 1.09406, -0.21303], [1.15790, 1.10840, 1.16427], [-0.00759, 0.95091, -1.20365], [0.13220, -0.61061, -2.02968], [0.13531, 2.06078, -2.13558], [-0.38286, 3.13047, -1.46882], [-0.22831, 4.26147, -1.77910], [-1.08809, 2.70288, -0.38817], [-1.38714, 1.26522, -0.64716], [-1.84541, 0.53590, 0.59552], [-2.38265, -0.87212, 0.26134], [-1.58395, -1.93639, 0.89441], [-2.60930, 1.38761, -1.71477], [-2.49232, 1.02495, -3.01699], [-3.85531, 1.96012, -1.21686], [-4.97701, 1.00992, -1.32389], [-4.15872, 3.24792, -1.85544], [5.71392, 0.47124, -0.66501], [4.95095, 2.05230, -0.88832], [4.80446, 0.81047, -2.14265], [3.42286, -0.58440, -0.62563], [3.68922, 0.55949, 0.69937], [1.19391, 2.00414, 1.51613], [-2.63062, 1.13341, 1.05801], [-1.03343, 0.43594, 1.31186], [-3.41403, -0.94892, 0.60441], [-2.40102, -1.02881, -0.82169], [-2.19530, -2.59101, 1.36623], [-1.11274, -2.48038, 0.18065], [-1.76110, 0.42172, -3.19483], [-4.72810, 0.12856, -1.92389], [-5.83668, 1.48714, -1.79521], [-5.27631, 0.65483, -0.33460], [-4.36689, 3.15509, -2.92798], [-5.01875, 3.70271, -1.36166], [-3.32008, 3.93190, -1.71459], [3.53805, -4.31081, 2.65700], [3.98007, -3.06677, 3.08622], [3.16780, -1.95160, 2.93159], [1.91461, -2.07600, 2.34580], [1.47530, -3.32012, 1.91497], [2.28600, -4.43652, 2.07119], [4.16863, -5.18194, 2.78101], [4.95688, -2.96715, 3.54241], [3.51098, -0.98120, 3.26900], [1.28466, -1.20343, 2.23021], [0.49750, -3.40821, 1.46238], [1.94170, -5.40719, 1.73681]],
  "nbo_charge": [-0.622, -0.056, -0.724, 1.192, -0.943, -0.076, -0.019, -0.500, 0.959, -0.553, -0.504, -0.110, -0.452, -0.224, -0.845, 1.186, -0.896, -0.788, -0.408, -0.404, 0.214, 0.215, 0.215, 0.181, 0.180, 0.518, 0.242, 0.252, 0.198, 0.182, 0.363, 0.358, 0.504, 0.190, 0.202, 0.190, 0.176, 0.198, 0.212, -0.216, -0.220, -0.227, -0.167, -0.222, -0.220, 0.212, 0.211, 0.208, 0.220, 0.208, 0.210],
  "e_lumo_ev": 0.40,
  "homo_energy_ev": -8.77,
  "fmax_ha_per_bohr": 0.014,
  "charge": 0,
  "gap_ev": 9.16,
  "smiles": "CCOB(O)[C@]1(Cl)OC(=O)O[C@@]1(CCN)B(O)N(C)C.c1ccccc1",
  "spin_multiplicity": 1
}


{
  "formula": "C15H25BrFNO3SSi",
  "method": "ωB97M-V with the def2-TZVPD basis set",
  "symbols": ["C", "C", "C", "O", "Si", "C", "C", "C", "C", "C", "C", "C", "C", "C", "C", "Br", "C", "C", "F", "S", "N", "O", "O", "H", "H", "H", "H", "H", "H", "H", "H", "H", "H", "H", "H", "H", "H", "H", "H", "H", "H", "H", "H", "H", "H", "H", "H", "H"],
  "coordinates": [[-2.02067, 1.72743, -1.70169], [-0.50892, 1.79670, -1.67922], [0.12251, 1.34572, -0.35888], [-0.31658, 0.02516, -0.05351], [0.70426, -1.18551, 0.54016], [2.46105, -1.13627, -0.07686], [0.77987, -1.02875, 2.36139], [-0.04275, -2.89486, 0.10104], [-1.57400, -2.73081, 0.22887], [0.32963, -3.27557, -1.34001], [0.52378, -3.92233, 1.06228], [-0.16166, 2.20513, 0.84065], [-1.31335, 2.06680, 1.58295], [-1.49030, 2.77870, 2.77853], [-0.50175, 3.63598, 3.24664], [-0.50789, 4.59946, 4.90731], [0.62530, 3.78370, 2.46181], [0.78090, 3.14917, 1.24188], [1.84280, 3.52488, 0.45462], [0.12811, 0.68332, -3.03308], [-0.06446, 1.51926, -4.49785], [1.59302, 0.57717, -2.74321], [-0.57414, -0.63133, -3.19804], [-2.35210, 0.70866, -1.59970], [-2.44744, 2.12024, -2.63726], [-2.48671, 2.32225, -0.91757], [-0.21111, 2.84411, -1.88662], [1.21511, 1.29215, -0.50570], [2.35631, -0.90401, -1.11222], [2.95334, -2.12888, 0.04971], [3.11268, -0.36857, 0.39092], [1.03350, 0.00000, 2.62040], [1.55414, -1.66219, 2.77311], [-0.17916, -1.26875, 2.83873], [-2.08878, -3.69495, 0.25062], [-1.94383, -2.14190, -0.60385], [-1.78976, -2.17646, 1.15952], [1.39258, -3.21155, -1.51052], [-0.16622, -2.60266, -2.03496], [0.04515, -4.30920, -1.57479], [0.34774, -3.56171, 2.06915], [1.59851, -4.01179, 0.91157], [0.01579, -4.86987, 0.90672], [-2.05309, 1.35908, 1.24580], [-2.35745, 2.55311, 3.38590], [1.40747, 4.51520, 2.70288], [-0.62180, 0.98886, -5.14642], [0.85037, 1.59565, -4.90116]],
  "nbo_charge": [-0.645, -0.411, 0.070, -0.910, 2.024, -1.201, -1.202, -0.490, -0.607, -0.619, -0.607, -0.146, -0.168, -0.250, -0.050, 0.072, -0.329, 0.476, -0.329, 2.179, -1.044, -0.952, -0.919, 0.242, 0.227, 0.228, 0.260, 0.229, 0.265, 0.249, 0.242, 0.240, 0.245, 0.238, 0.202, 0.220, 0.196, 0.203, 0.235, 0.197, 0.205, 0.206, 0.207, 0.239, 0.231, 0.241, 0.405, 0.405],
  "e_lumo_ev": 0.34,
  "homo_energy_ev": -9.21,
  "fmax_ha_per_bohr": 0.075,
  "charge": 0,
  "gap_ev": 9.56,
  "smiles": "C[C@@H]([C@H](O[Si](C)(C)C(C)(C)C)c1ccc(Br)cc1F)S(N)(=O)=O",
  "spin_multiplicity": 1,
  "e_above_lowest_kcal_mol": 0.00
}


{
  "formula": "C15H25Cl12NOP",
  "method": "ωB97M-V with the def2-TZVPD basis set",
  "symbols": ["N", "C", "P", "C", "C", "O", "C", "C", "C", "C", "C", "C", "H", "H", "H", "H", "H", "H", "H", "H", "H", "H", "H", "H", "H", "C", "Cl", "Cl", "H", "H", "C", "Cl", "Cl", "H", "H", "C", "Cl", "Cl", "H", "H", "C", "Cl", "Cl", "H", "H", "C", "Cl", "Cl", "H", "H", "C", "Cl", "Cl", "H", "H"],
  "coordinates": [[5.98952, -1.80986, -0.54178], [4.62943, -1.66699, -1.18844], [3.22495, -1.89112, 0.14308], [1.64496, -1.13066, -0.66724], [0.33615, -1.10609, 0.33500], [0.36693, -0.68426, 1.60756], [-1.09962, -1.61598, -0.35479], [-1.60491, -3.15276, -0.03342], [-2.99015, -3.65492, -0.75539], [-3.75991, -2.57678, -1.76228], [-3.25440, -1.04451, -2.06173], [-1.85726, -0.53749, -1.33002], [5.88600, -1.44497, 0.45057], [6.20245, -2.85234, -0.52227], [4.42217, -0.60027, -1.65856], [4.38918, -2.46788, -2.01579], [3.58451, -1.18775, 1.38107], [3.10024, -3.31487, 0.41892], [1.38130, -1.82884, -1.59772], [1.87101, -0.05622, -1.10700], [-0.92857, -3.80480, 0.68272], [-3.37638, -4.74211, -0.54546], [-4.73618, -2.97038, -2.28854], [-3.81614, -0.31713, -2.79077], [-1.39782, 0.54008, -1.49504], [-3.26250, 2.70381, -3.15035], [-2.38032, 4.12638, -2.58176], [-2.44364, 1.21300, -2.66866], [-4.26709, 2.71286, -2.72048], [-3.32737, 2.73778, -4.24060], [-0.38344, 0.84809, 4.84783], [-1.84866, 1.45579, 5.62827], [0.37171, -0.42419, 5.81537], [-0.64475, 0.44198, 3.86759], [0.32424, 1.67216, 4.72909], [-4.56992, 0.13584, 1.20100], [-6.17765, -0.01415, 0.48129], [-3.85431, 1.71071, 0.83666], [-4.65361, 0.02518, 2.28488], [-3.92542, -0.64946, 0.79860], [-2.71867, -2.48007, 6.04490], [-3.88996, -2.20562, 7.34028], [-2.34154, -4.19947, 5.88210], [-3.13793, -2.11702, 5.10336], [-1.80014, -1.93455, 6.27445], [-1.16834, 7.00706, -5.14492], [-2.25828, 5.86587, -5.94177], [-1.55051, 8.67287, -5.59665], [-1.27032, 6.89962, -4.06228], [-0.14079, 6.78452, -5.44262], [8.63935, 0.86461, -0.46156], [9.47152, 2.39901, -0.74150], [7.57789, 0.96468, 0.94853], [8.03980, 0.61933, -1.34158], [9.38319, 0.08231, -0.29213]],
  "nbo_charge": [-0.802, -0.455, 0.864, -0.796, 0.560, -0.517, -0.167, -0.227, -0.208, -0.201, -0.228, -0.273, 0.376, 0.385, 0.252, 0.263, 0.103, 0.089, 0.302, 0.312, 0.245, 0.261, 0.252, 0.268, 0.264, -0.410, -0.021, 0.026, 0.235, 0.232, -0.404, -0.011, -0.029, 0.229, 0.225, -0.400, -0.016, -0.030, 0.228, 0.226, -0.405, -0.014, -0.032, 0.213, 0.230, -0.400, -0.031, -0.011, 0.221, 0.222, -0.400, 0.001, -0.047, 0.222, 0.229],
  "e_lumo_ev": -3.87,
  "homo_energy_ev": -11.56,
  "fmax_ha_per_bohr": 0.164,
  "charge": 1,
  "gap_ev": 7.70,
  "spin_multiplicity": 1
}


{
  "formula": "C15H25FIInO2P2",
  "method": "ωB97M-V with the def2-TZVPD basis set",
  "symbols": ["C", "C", "H", "H", "H", "O", "I", "In", "P", "C", "C", "H", "H", "H", "H", "H", "H", "C", "H", "H", "H", "P", "C", "C", "H", "H", "H", "C", "H", "H", "H", "H", "H", "H", "C", "O", "F", "C", "C", "C", "C", "C", "C", "H", "H", "H", "H"],
  "coordinates": [[-0.20720, -1.35682, -4.12970], [-0.01583, -1.02263, -2.72639], [-0.48284, -0.53469, -4.78722], [-1.04188, -2.08368, -4.12712], [0.69551, -1.86401, -4.52772], [0.18428, 0.09932, -2.29062], [-0.18351, -2.88832, -1.70928], [0.37442, -0.29777, 1.49298], [2.75985, -0.16690, 0.01398], [3.76572, 1.34592, 0.03816], [3.65755, -1.36995, 1.07772], [4.69361, -1.48449, 0.75653], [4.09429, -0.78682, -1.90435], [3.14285, -2.33420, 1.01608], [2.64815, -1.88561, -1.72085], [3.77366, 1.77828, 1.05759], [3.65532, -1.03395, 2.11880], [3.02610, -0.85101, -1.64958], [4.81003, 1.18016, -0.28591], [2.45805, -0.23311, -2.36255], [3.27357, 2.10503, -0.60986], [-2.18028, 0.08027, 0.19249], [-2.92648, 1.72372, 0.53541], [-3.12882, -0.37963, -1.30753], [-2.60860, -1.97109, 1.42542], [-4.09386, -1.02888, 1.25294], [-2.86740, -0.55666, 2.47912], [-3.02177, -0.95267, 1.46658], [-2.92820, -1.42139, -1.60038], [-4.20906, -0.24806, -1.12228], [-3.95926, 1.77601, 0.16264], [-2.32194, 2.49505, 0.03699], [-2.83222, 0.26695, -2.14917], [-2.94532, 1.93384, 1.61189], [0.26726, 1.98878, 1.66732], [0.22550, 2.61288, 0.64732], [0.76384, 1.94121, 7.13323], [0.76882, 2.18099, 5.78643], [-0.26161, 2.97764, 5.27926], [-0.34035, 3.08198, 3.86798], [0.55649, 2.34112, 3.09003], [1.67269, 1.70107, 3.65362], [1.81586, 1.61794, 5.04591], [-0.97181, 3.50881, 5.93463], [-1.06719, 3.70004, 3.39524], [2.42273, 1.28873, 2.98981], [2.66558, 1.10680, 5.49250]],
  "nbo_charge": [-0.771, 0.490, 0.267, 0.259, 0.283, -0.544, 0.105, 1.008, 0.887, -0.959, -0.947, 0.268, 0.272, 0.254, 0.264, 0.252, 0.242, -0.955, 0.282, 0.266, 0.273, 0.849, -0.949, -0.934, 0.245, 0.263, 0.245, -0.953, 0.256, 0.267, 0.271, 0.257, 0.260, 0.245, 0.424, -0.352, -0.292, 0.446, -0.243, -0.129, -0.260, -0.185, -0.241, 0.281, 0.246, 0.216, 0.272],
  "e_lumo_ev": [-8.96, -9.36],
  "homo_energy_ev": [-14.79, -14.98],
  "fmax_ha_per_bohr": 0.071,
  "charge": 2,
  "gap_ev": [5.83, 5.62],
  "spin_multiplicity": 1
}